Entry i
# C43H41GeInN8O4S

A molecular structure, C43H41GeInN8O4S (ωB97M-V/def2-TZVPD, OMol25).

2S+1: 1
Total charge: +2
LUMO energy (eV): -5.926
HOMO (eV): -12.21

XYZ file:
```
99
C43H41GeInN8O4S (ωB97M-V/def2-TZVPD)
In 0.5883 -1.5897 0.8741
N 0.0606 -1.5885 5.9350
C -0.0590 -2.0057 4.6683
N 0.7233 -1.6426 3.7076
C 1.7317 -0.7546 3.9630
N 2.6456 -0.5113 3.0669
N 2.5692 -1.0396 1.8745
C 3.6323 -1.3427 1.2228
C 3.5796 -1.9777 -0.0728
C 4.7526 -2.3799 -0.7216
C 4.6578 -3.0699 -1.9175
C 3.3986 -3.3364 -2.4362
C 2.2878 -2.8977 -1.7310
N 2.3774 -2.2398 -0.5916
C 1.8329 -0.1328 5.2662
C 2.7525 0.8746 5.5705
C 2.8513 1.3445 6.8621
C 2.0587 0.8032 7.8751
C 1.1326 -0.1812 7.5942
C 0.9989 -0.6331 6.2840
H -0.5426 -1.9441 6.6672
H -0.8653 -2.6891 4.4374
H 4.6104 -1.1802 1.6743
H 5.7135 -2.1579 -0.2833
H 5.5435 -3.4148 -2.4280
H 3.2821 -3.8743 -3.3643
H 1.2908 -3.1000 -2.0947
H 3.3872 1.2414 4.7803
H 3.5651 2.1180 7.0961
H 2.1735 1.1622 8.8860
H 0.5181 -0.6058 8.3744
O -0.7662 -2.5628 -0.8654
C -0.5576 -1.5611 -1.6131
O 0.0393 -0.5557 -1.2035
C -1.0260 -1.6362 -3.0435
C -1.7857 -0.3798 -3.4273
Ge -0.6746 1.3023 -3.3084
C -1.6147 2.3862 -4.6895
C -1.0167 2.9135 -5.8229
C -1.7813 3.5496 -6.7887
C -3.1499 3.6701 -6.6244
C -3.7530 3.1695 -5.4827
C -2.9863 2.5334 -4.5245
C -0.8987 2.3206 -1.6201
C -0.1226 3.4560 -1.4269
C -0.3380 4.2864 -0.3422
C -1.3623 4.0124 0.5483
C -2.1557 2.8954 0.3528
C -1.9142 2.0493 -0.7158
C 1.1925 0.9572 -3.8916
C 2.2838 1.1707 -3.0606
C 3.5748 1.0306 -3.5433
C 3.7946 0.6809 -4.8654
C 2.7132 0.4492 -5.6982
C 1.4243 0.5812 -5.2113
H -1.6229 -2.5407 -3.2010
H -0.1241 -1.6933 -3.6604
H -2.6933 -0.2873 -2.8319
H -2.1081 -0.4765 -4.4644
H 0.0529 2.8268 -5.9562
H -1.3085 3.9473 -7.6747
H -3.7464 4.1632 -7.3776
H -4.8195 3.2680 -5.3426
H -3.4545 2.1431 -3.6291
H 0.6464 3.6986 -2.1476
H 0.2725 5.1646 -0.2052
H -1.5560 4.6775 1.3779
H -2.9846 2.6957 1.0184
H -2.5382 1.1736 -0.8518
H 2.1169 1.4630 -2.0306
H 4.4165 1.2276 -2.8943
H 4.8025 0.6125 -5.2483
H 2.8774 0.1929 -6.7335
H 0.5875 0.4103 -5.8755
N -3.8690 2.7152 4.8113
C -4.1151 1.7025 3.9635
S -5.6240 1.0350 3.8685
C -3.0132 1.1292 3.1784
C -3.2955 0.2152 2.1561
C -2.2566 -0.3834 1.4776
N -0.9827 -0.1061 1.7310
C -0.6927 0.8016 2.6524
C -1.6637 1.4294 3.4071
H -4.6578 3.0840 5.3221
H -3.0290 3.2692 4.7946
H -4.3282 -0.0153 1.9304
H -2.4372 -1.1268 0.7109
H 0.3533 1.0352 2.7883
H -1.3627 2.1316 4.1669
N -1.8653 -4.8978 -0.0200
C -0.7501 -5.3757 0.8290
C -0.1655 -4.0625 1.4117
O 1.0474 -3.8713 1.3230
O -1.0162 -3.2379 1.7813
H -2.3255 -5.6477 -0.5416
H -1.4929 -4.1270 -0.6431
H -2.5272 -4.4193 0.6081
H 0.0108 -5.8846 0.2381
H -1.1256 -6.0331 1.6120
```

Entry ii
# C43H41GeInN8O4S

A molecular structure, C43H41GeInN8O4S (ωB97M-V/def2-TZVPD, OMol25).

2S+1: 1
Total charge: +2
LUMO energy (eV): -5.613
HOMO (eV): -12.23

XYZ file:
```
99
C43H41GeInN8O4S (ωB97M-V/def2-TZVPD)
In -2.3326 -0.0539 -1.4276
N -0.5222 -3.1068 1.5841
C -1.0853 -2.0286 1.0583
N -1.7769 -2.0129 -0.0475
C -1.8208 -3.1737 -0.8102
N -2.1960 -3.1956 -2.0547
N -2.5168 -1.9582 -2.5503
C -2.8140 -1.8567 -3.7802
C -3.2320 -0.5419 -4.2968
C -3.4726 -0.3503 -5.6438
C -3.8760 0.9035 -6.0803
C -4.0335 1.9211 -5.1559
C -3.7723 1.6521 -3.8235
N -3.3852 0.4497 -3.4012
C -1.3839 -4.4274 -0.2036
C -1.5736 -5.6718 -0.8127
C -1.0830 -6.8103 -0.2152
C -0.3816 -6.7249 0.9923
C -0.1826 -5.5084 1.6069
C -0.6952 -4.3649 1.0041
H 0.0746 -3.0114 2.3926
H -0.9270 -1.1012 1.5969
H -2.7857 -2.7233 -4.4332
H -3.3389 -1.1718 -6.3358
H -4.0635 1.0824 -7.1308
H -4.3494 2.9102 -5.4563
H -3.8810 2.4202 -3.0689
H -2.0978 -5.7114 -1.7574
H -1.2292 -7.7739 -0.6836
H 0.0094 -7.6228 1.4514
H 0.3656 -5.4368 2.5390
O -0.1796 -0.3494 -1.3071
C 0.1380 0.7228 -1.9398
O -0.7731 1.3227 -2.5748
C 1.5201 1.2694 -1.7302
C 1.6232 1.6272 -0.2125
Ge 3.2207 0.9616 0.7163
C 4.7485 1.9438 0.0425
C 4.8876 3.2922 0.3843
C 5.9315 4.0477 -0.1321
C 6.8477 3.4628 -0.9978
C 6.7197 2.1254 -1.3458
C 5.6744 1.3692 -0.8278
C 2.9447 1.3247 2.6103
C 3.9947 1.7449 3.4265
C 3.7940 1.9707 4.7840
C 2.5393 1.7751 5.3448
C 1.4847 1.3524 4.5463
C 1.6896 1.1332 3.1905
C 3.4932 -0.9540 0.4813
C 4.6568 -1.5059 1.0262
C 4.9090 -2.8682 0.9404
C 4.0017 -3.7028 0.2984
C 2.8453 -3.1688 -0.2522
C 2.5889 -1.8033 -0.1563
H 1.6756 2.1374 -2.3642
H 2.2409 0.4994 -2.0169
H 0.7478 1.2397 0.3141
H 1.6191 2.7081 -0.0571
H 4.1806 3.7551 1.0671
H 6.0347 5.0897 0.1443
H 7.6655 4.0494 -1.3972
H 7.4372 1.6697 -2.0165
H 5.5884 0.3218 -1.0981
H 4.9791 1.9092 3.0004
H 4.6184 2.2997 5.4043
H 2.3836 1.9535 6.4010
H 0.5042 1.2001 4.9845
H 0.8547 0.8104 2.5726
H 5.3781 -0.8659 1.5242
H 5.8172 -3.2784 1.3639
H 4.2049 -4.7634 0.2165
H 2.1524 -3.8162 -0.7794
H 1.6913 -1.3967 -0.6064
N -1.2209 5.2948 3.4385
C -0.4765 4.7509 2.4720
S 1.1042 5.0567 2.1850
C -1.1535 3.7406 1.6018
C -1.5738 2.5152 2.1134
C -2.0591 1.5617 1.2443
N -2.1336 1.7610 -0.0813
C -1.7878 2.9683 -0.5623
C -1.3124 3.9776 0.2438
H -0.7989 5.9795 4.0469
H -2.2088 5.1225 3.5184
H -1.4950 2.2989 3.1711
H -2.4035 0.6010 1.6046
H -1.8487 3.1007 -1.6308
H -1.0117 4.9229 -0.1876
N -7.4320 -1.6508 -0.2068
C -6.4102 -0.7705 0.4382
C -5.1969 -0.7974 -0.5085
O -4.1929 -0.1281 -0.1421
O -5.3521 -1.4726 -1.5398
H -7.6524 -2.4837 0.3329
H -6.8763 -1.9029 -1.0991
H -8.2990 -1.1720 -0.4365
H -6.1401 -1.1362 1.4245
H -6.7836 0.2455 0.5308
```

Verdict on stability: entry ii comes out on top.

Entry i
# C4H8N4

A single C4H8N4 molecule (ωB97M-V/def2-TZVPD, OMol25).

2S+1: 1
Total charge: 0
LUMO energy (eV): 0.804
HOMO (eV): -7.33

XYZ file:
```
16
C4H8N4 (ωB97M-V/def2-TZVPD)
C 2.4815 0.4967 -0.0757
N 1.3163 -0.3083 0.0873
C 0.0642 0.1979 -0.0548
N -0.1714 1.5195 0.0324
C -1.5818 1.6436 0.0571
C -2.1472 0.3953 0.0511
N -1.1202 -0.5393 -0.0556
N -1.1284 -1.9185 -0.0540
H 3.1656 0.0803 -0.8986
H 2.3905 1.4728 -0.3075
H 3.0121 0.4165 1.0057
H 1.4980 -1.3039 0.3065
H -2.0344 2.5610 0.0091
H -3.1224 0.0647 -0.1067
H -1.4919 -2.4397 -0.8399
H -1.1305 -2.3385 0.8436
```

Entry ii
# C4H8N4

A molecular structure, C4H8N4 (ωB97M-V/def2-TZVPD, OMol25).

2S+1: 1
Total charge: 0
LUMO energy (eV): 0.553
HOMO (eV): -8.15

XYZ file:
```
16
C4H8N4 (ωB97M-V/def2-TZVPD)
C -2.4212 -0.1662 -0.1415
C -0.0846 -0.8127 -0.0935
C 1.1208 -1.5839 0.1426
C 2.2365 -0.7891 -0.0444
H -2.9095 -0.0685 1.1547
H -3.3810 -0.5378 -1.0554
H -2.1293 1.1178 -0.5124
H 1.0898 -2.6285 0.6310
H 3.3843 -0.9887 0.4324
H 2.4091 0.7894 -1.0553
H -0.5298 2.3330 -0.2531
H -0.1903 1.8045 1.2381
N -1.3469 -1.2771 -0.0988
N 1.9789 0.4620 -0.2750
N 0.5841 0.5470 -0.3662
N 0.1894 1.7987 0.2969
```

Verdict on stability: entry i comes out on top.